(1)
C6H11ClO2 | ωB97M-V with the def2-TZVPD basis set

**Energy relative to the best compared isomer or geometry (same formula, charge and spin)**: 1.292 eV
**Lowest unoccupied orbital energy (spin up / spin down)**: 0.73 / -1.54 eV
**Max |F|**: 4.2 eV/Å
**Charge**: 0

Last columns: bonded neighbours and bond lengths (Å).
CARTESIAN COORDINATES (ANGSTROEM)
1 C 1.173 -0.226 -0.314  C2 1.493, C6 1.388, O7 1.270
2 C 2.405 -0.999 0.023  C1 1.493, H10 1.060, H11 1.047, H12 1.036
3 C 2.178 2.171 0.154  C6 1.502, H13 1.151, H14 1.027, H15 1.098
4 C -2.463 -1.830 0.347  O8 1.416, H16 1.070, H17 1.062, H18 1.145
5 C -3.111 0.363 -0.282  O8 1.273, H19 1.111, H20 1.062
6 C 1.128 1.156 -0.197  C1 1.388, C3 1.502, Cl9 1.710
7 O 0.103 -0.817 -0.658  C1 1.270
8 O -2.910 -0.514 0.618  C4 1.416, C5 1.273
9 Cl -0.416 1.871 -0.370  C6 1.710
10 H 3.143 -0.449 0.549  C2 1.060
11 H 2.252 -1.792 0.688  C2 1.047
12 H 2.774 -1.444 -0.837  C2 1.036
13 H 2.307 2.954 -0.679  C3 1.151
14 H 2.973 1.729 0.632  C3 1.027
15 H 1.687 2.872 0.841  C3 1.098
16 H -2.403 -2.355 1.277  C4 1.070
17 H -1.519 -1.788 -0.137  C4 1.062
18 H -3.248 -2.443 -0.218  C4 1.145
19 H -2.971 1.454 -0.128  C5 1.111
20 H -3.084 0.086 -1.307  C5 1.062

=====

(2)
C3H29NO14S | ωB97M-V with the def2-TZVPD basis set

**Energy relative to the best compared isomer or geometry (same formula, charge and spin)**: 3.888 eV
**Lowest unoccupied orbital energy**: 4.94 eV
**Max |F|**: 7.7 eV/Å
**Charge**: -2

Last columns: bonded neighbours and bond lengths (Å).
CARTESIAN COORDINATES (ANGSTROEM)
1 C 1.770 1.384 -0.171  C2 1.557, N4 1.488, H8 1.177, H9 1.072
2 C 3.303 1.166 -0.340  C1 1.557, S3 1.947, H10 1.089, H11 1.033
3 S 3.567 0.834 -2.240  C2 1.947
4 N 0.954 0.460 -1.006  C1 1.488, C5 1.390, H12 1.048
5 C -0.046 -0.306 -0.419  N4 1.390, O6 1.269, O7 1.267
6 O -0.714 0.003 0.614  C5 1.269
7 O -0.532 -1.251 -1.109  C5 1.267
8 H 1.619 1.189 0.979  C1 1.177
9 H 1.354 2.363 -0.302  C1 1.072
10 H 3.586 0.198 0.069  C2 1.089
11 H 3.857 1.961 0.019  C2 1.033
12 H 1.299 0.181 -1.954  N4 1.048
13 H 1.118 -2.405 -1.261  O15 0.950
14 H 2.270 -1.707 -1.755  O15 0.936
15 O 1.927 -2.577 -1.729  H13 0.950, H14 0.936
16 H -1.306 1.776 -0.415  O18 0.957
17 H -2.066 1.694 0.655  O18 0.950
18 O -1.862 2.399 0.052  H16 0.957, H17 0.950
19 H 2.032 -1.331 2.299  O21 1.024
20 H 1.343 -2.899 2.438  O21 1.019
21 O 1.696 -2.073 2.919  H19 1.024, H20 1.019
22 H -1.386 -1.723 3.367  O24 1.030
23 H -0.614 -1.213 4.445  O24 0.871
24 O -1.469 -1.252 4.279  H22 1.030, H23 0.871
25 H -0.300 -3.532 1.328  O27 0.939
26 H 0.558 -4.108 0.245  O27 0.866
27 O 0.442 -4.062 1.102  H25 0.939, H26 0.866
28 H -2.088 -1.891 -1.162  O30 0.950
29 H -2.537 -3.164 -2.014  O30 1.043
30 O -2.841 -2.450 -1.316  H28 0.950, H29 1.043
31 H -2.644 0.493 3.556  O33 0.875
32 H -2.112 1.225 2.287  O33 1.025
33 O -2.517 1.294 3.227  H31 0.875, H32 1.025
34 H 1.408 3.257 -1.480  O36 0.970
35 H 1.919 2.963 -3.045  O36 0.993
36 O 1.422 3.540 -2.408  H34 0.970, H35 0.993
37 H -2.979 0.201 1.011  O39 1.017
38 H -3.601 0.415 -0.407  O39 0.987
39 O -3.865 0.374 0.543  H37 1.017, H38 0.987
40 H -0.325 0.289 -3.580  O42 1.041
41 H 1.271 0.026 -3.711  O42 0.954
42 O 0.517 0.367 -4.187  H40 1.041, H41 0.954
43 H -1.099 4.716 1.543  O45 1.022
44 H -1.961 4.013 0.726  O45 0.933
45 O -2.064 4.381 1.576  H43 1.022, H44 0.933
46 H -2.163 -2.210 1.044  O48 1.089
47 H -0.869 -1.533 1.215  O48 1.068
48 O -1.326 -2.352 1.726  H46 1.089, H47 1.068

=====

(3)
C6H12O | ωB97M-V with the def2-TZVPD basis set

**Energy relative to the best compared isomer or geometry (same formula, charge and spin)**: 1.902 eV
**SMILES string**: C/C=C\CC.C=O
**Lowest unoccupied orbital energy**: 0.84 eV
**Max |F|**: 1.4 eV/Å
**Charge**: 0

Last columns: bonded neighbours and bond lengths (Å).
CARTESIAN COORDINATES (ANGSTROEM)
1 C 1.687 0.889 -1.011  C2 1.479, H6 1.097, H7 1.092, H8 1.107
2 C 0.715 -0.210 -1.198  C1 1.479, C3 1.324, H9 1.088
3 C -0.578 -0.133 -0.923  C2 1.324, C4 1.494, H10 1.076
4 C -1.316 0.807 -0.026  C3 1.494, C5 1.525, H11 1.089, H12 1.093
5 C -2.166 0.069 1.002  C4 1.525, H13 1.091, H14 1.094, H15 1.091
6 H 1.974 1.304 -1.986  C1 1.097
7 H 1.293 1.706 -0.402  C1 1.092
8 H 2.570 0.461 -0.498  C1 1.107
9 H 1.048 -1.014 -1.851  C2 1.088
10 H -1.186 -0.872 -1.417  C3 1.076
11 H -0.629 1.477 0.488  C4 1.089
12 H -1.979 1.440 -0.622  C4 1.093
13 H -2.885 -0.591 0.513  C5 1.091
14 H -2.728 0.763 1.633  C5 1.094
15 H -1.543 -0.550 1.651  C5 1.091
16 C 1.408 -1.371 1.118  O17 1.209, H18 1.093, H19 1.090
17 O 2.603 -1.372 0.935  C16 1.209
18 H 0.917 -0.547 1.642  C16 1.093
19 H 0.796 -2.258 0.953  C16 1.090

=====

(4)
C23H41Cl2F8NO3 | ωB97M-V with the def2-TZVPD basis set

**SMILES string**: C[C@@H](Cl)[C@H](Cl)OC(=O)NCCOCC(F)(F)C(F)(F)C(F)(F)C(F)F.CCCCCC.CCCCCC
**Lowest unoccupied orbital energy**: -0.07 eV
**Max |F|**: 9.2 eV/Å
**Charge**: 0

Last columns: bonded neighbours and bond lengths (Å).
CARTESIAN COORDINATES (ANGSTROEM)
1 C 7.570 -2.131 0.002  C2 1.646, H26 1.191, H27 1.175, H28 1.180
2 C 6.778 -1.850 -1.413  C1 1.646, Cl3 1.858, C4 1.672, H29 1.193
3 Cl 5.387 -3.070 -1.594  C2 1.858
4 C 6.289 -0.261 -1.583  C2 1.672, Cl5 1.859, O6 1.472, H30 1.193
5 Cl 7.596 0.563 -2.617  C4 1.859
6 O 6.017 0.396 -0.295  C4 1.472, C7 1.495
7 C 6.194 1.876 -0.399  O6 1.495, O8 1.362, N9 1.513
8 O 7.135 2.389 0.442  C7 1.362
9 N 5.397 2.698 -1.388  C7 1.513, C10 1.513, H31 1.063
10 C 4.678 3.863 -0.745  N9 1.513, C11 1.657, H32 1.190, H33 1.194
11 C 3.737 3.446 0.553  C10 1.657, O12 1.474, H34 1.171, H35 1.192
12 O 3.015 2.222 0.160  C11 1.474, C13 1.471
13 C 1.738 2.520 -0.506  O12 1.471, C14 1.639, H36 1.170, H37 1.194
14 C 1.483 1.345 -1.621  C13 1.639, F15 1.511, F16 1.505, C17 1.639
15 F 0.440 1.870 -2.581  C14 1.511
16 F 2.717 1.157 -2.461  C14 1.505
17 C 0.876 -0.058 -1.030  C14 1.639, F18 1.503, F19 1.511, C20 1.639
18 F -0.494 0.206 -0.471  C17 1.503
19 F 0.830 -1.011 -2.202  C17 1.511
20 C 1.749 -0.744 0.176  C17 1.639, F21 1.510, F22 1.506, C23 1.646
21 F 1.460 0.018 1.447  C20 1.510
22 F 3.216 -0.744 -0.161  C20 1.506
23 C 1.364 -2.311 0.502  C20 1.646, F24 1.481, F25 1.508, H38 1.194
24 F 0.021 -2.730 0.040  C23 1.481
25 F 2.457 -3.191 -0.048  C23 1.508
26 H 8.526 -2.827 -0.138  C1 1.191
27 H 6.851 -2.709 0.729  C1 1.175
28 H 7.958 -1.154 0.537  C1 1.180
29 H 7.536 -2.044 -2.313  C2 1.193
30 H 5.271 -0.322 -2.202  C4 1.193
31 H 6.052 3.057 -2.145  N9 1.063
32 H 5.394 4.779 -0.491  C10 1.190
33 H 3.921 4.278 -1.569  C10 1.194
34 H 2.982 4.284 0.865  C11 1.171
35 H 4.378 3.160 1.516  C11 1.192
36 H 0.875 2.534 0.284  C13 1.170
37 H 1.735 3.586 -1.043  C13 1.194
38 H 1.457 -2.426 1.687  C23 1.194
39 C -5.003 -6.176 2.175  C40 1.521, H45 1.093, H46 1.095, H47 1.094
40 C -5.031 -4.796 2.814  C39 1.521, C41 1.531, H48 1.095, H49 1.097
41 C -4.697 -3.671 1.830  C40 1.531, C42 1.533, H50 1.096, H51 1.097
42 C -3.291 -3.732 1.223  C41 1.533, C43 1.531, H52 1.098, H53 1.096
43 C -2.143 -3.724 2.237  C42 1.531, C44 1.520, H54 1.097, H55 1.096
44 C -2.089 -2.457 3.074  C43 1.520, H56 1.094, H57 1.094, H58 1.094
45 H -4.007 -6.428 1.800  C39 1.093
46 H -5.280 -6.936 2.913  C39 1.095
47 H -5.712 -6.236 1.345  C39 1.094
48 H -4.349 -4.772 3.670  C40 1.095
49 H -6.035 -4.618 3.217  C40 1.097
50 H -4.837 -2.709 2.337  C41 1.096
51 H -5.428 -3.687 1.011  C41 1.097
52 H -3.170 -2.877 0.545  C42 1.098
53 H -3.201 -4.626 0.596  C42 1.096
54 H -1.197 -3.822 1.690  C43 1.097
55 H -2.207 -4.598 2.894  C43 1.096
56 H -1.977 -1.574 2.436  C44 1.094
57 H -1.235 -2.492 3.757  C44 1.094
58 H -2.991 -2.333 3.679  C44 1.094
59 C -4.782 5.099 -2.160  C60 1.521, H65 1.093, H66 1.095, H67 1.094
60 C -4.694 4.386 -0.819  C59 1.521, C61 1.531, H68 1.095, H69 1.097
61 C -3.285 3.884 -0.496  C60 1.531, C62 1.533, H70 1.096, H71 1.097
62 C -2.725 2.840 -1.469  C61 1.533, C63 1.531, H72 1.098, H73 1.096
63 C -3.570 1.573 -1.622  C62 1.531, C64 1.520, H74 1.097, H75 1.096
64 C -3.707 0.783 -0.331  C63 1.520, H76 1.094, H77 1.094, H78 1.094
65 H -4.532 4.433 -2.990  C59 1.093
66 H -5.802 5.464 -2.324  C59 1.095
67 H -4.106 5.958 -2.189  C59 1.094
68 H -5.412 3.558 -0.795  C60 1.095
69 H -5.005 5.083 -0.032  C60 1.097
70 H -3.283 3.476 0.521  C61 1.096
71 H -2.599 4.741 -0.476  C61 1.097
72 H -1.720 2.557 -1.131  C62 1.098
73 H -2.591 3.295 -2.457  C62 1.096
74 H -3.098 0.930 -2.376  C63 1.097
75 H -4.564 1.820 -2.011  C63 1.096
76 H -2.725 0.485 0.049  C64 1.094
77 H -4.293 -0.125 -0.505  C64 1.094
78 H -4.217 1.361 0.445  C64 1.094

=====

(5)
CH6NO2P | ωB97M-V with the def2-TZVPD basis set

**Energy relative to the best compared isomer or geometry (same formula, charge and spin)**: 3.670 eV
**Lowest unoccupied orbital energy (spin up / spin down)**: -0.56 / -0.56 eV
**Max |F|**: 4.1 eV/Å
**Charge**: 0

Last columns: bonded neighbours and bond lengths (Å).
CARTESIAN COORDINATES (ANGSTROEM)
1 C -1.050 -1.479 0.575  N2 1.281, H6 1.197, H7 1.060
2 N -0.601 -0.359 0.145  C1 1.281, P5 1.875, H10 0.958
3 O -0.936 2.171 -0.522  P5 1.491
4 O 2.725 0.484 -0.076  H8 0.952, H9 0.939
5 P -1.666 0.893 -0.757  N2 1.875, O3 1.491, H11 1.412
6 H -0.322 -2.428 0.553  C1 1.197
7 H -2.097 -1.642 0.539  C1 1.060
8 H 3.254 0.326 -0.852  O4 0.952
9 H 2.696 1.417 -0.172  O4 0.939
10 H 0.349 -0.245 0.090  N2 0.958
11 H -2.352 0.862 0.476  P5 1.412

=====

(6)
C4H7NO | ωB97M-V with the def2-TZVPD basis set

**Energy relative to the best compared isomer or geometry (same formula, charge and spin)**: 1.476 eV
**SMILES string**: CC(C)=O.C#N
**Lowest unoccupied orbital energy**: 0.96 eV
**Max |F|**: 1.1 eV/Å
**Charge**: 0

Last columns: bonded neighbours and bond lengths (Å).
CARTESIAN COORDINATES (ANGSTROEM)
1 C -0.641 -1.569 0.375  C2 1.513, H5 1.092, H6 1.096, H7 1.095
2 C -0.448 -0.232 -0.306  C1 1.513, C3 1.501, O4 1.216
3 C -0.735 0.980 0.532  C2 1.501, H8 1.095, H9 1.089, H10 1.095
4 O -0.138 -0.155 -1.479  C2 1.216
5 H -0.987 -2.312 -0.347  C1 1.092
6 H 0.346 -1.870 0.746  C1 1.096
7 H -1.326 -1.519 1.228  C1 1.095
8 H -1.829 1.000 0.498  C3 1.095
9 H -0.339 1.897 0.096  C3 1.089
10 H -0.420 0.885 1.576  C3 1.095
11 C 2.179 0.959 -1.001  N12 1.154, H13 1.070
12 N 2.178 1.417 0.058  C11 1.154
13 H 2.161 0.518 -1.976  C11 1.070

=====

Look up the charge of the fifth one. 0